[1]
DFT (wB97M-V/def2-TZVPD) results for C42H45NO4P2STeTi as an isolated structure at a distorted geometry.

Properties
M   897.3 g mol⁻¹
Total charge   +2
Orbital gap   5.497 eV
Energy above the lowest of the compared OMol25 structures with the same formula, charge and spin   0.000 eV

Geometry as XYZ:
```
97
Properties=species:S:1:pos:R:3:forces:R:3
Ti -0.8082 -0.4905 -0.0214 -0.9 -0.7 1.3
C 4.5775 3.8543 -0.3154 -0.1 -0.1 0.0
C 3.6027 2.6982 -0.3755 0.2 0.2 0.0
C 4.0004 1.4304 -0.7822 0.2 0.0 -0.1
C 3.1335 0.3397 -0.8595 0.4 -0.4 -0.3
C 3.7609 -1.0204 -1.1532 -0.1 -0.1 0.1
O 4.8474 -1.2250 -0.6699 0.0 0.0 0.0
C 3.0882 -2.0700 -1.9902 0.0 0.3 0.1
C 3.5536 -3.3805 -1.9046 0.0 -0.1 0.0
C 3.0105 -4.3673 -2.7171 0.0 0.0 0.0
C 2.0139 -4.0410 -3.6340 0.0 0.0 0.0
C 1.5567 -2.7305 -3.7285 0.0 0.0 0.0
C 2.0873 -1.7522 -2.8988 -0.1 0.1 -0.2
C 1.8217 0.5469 -0.5134 -0.9 -0.6 -0.1
O 0.8719 -0.4823 -0.5317 1.6 0.7 -0.5
C 1.3942 1.7952 -0.0432 -0.5 0.0 0.2
C 2.2810 2.8572 0.0291 0.0 0.2 0.1
C -0.0090 1.8438 0.4506 0.1 0.4 -0.5
N -1.0307 1.4874 -0.3464 0.7 0.2 0.0
C -0.8986 1.6611 -1.8298 -0.3 -0.3 0.3
C -1.3822 0.4274 -2.5845 0.3 0.1 0.2
Te -1.2519 0.7021 -4.7208 -0.2 -0.1 -0.1
C 0.6317 1.6160 -4.7898 0.2 0.1 0.0
C 1.7316 0.9108 -5.2778 0.1 0.2 0.1
C 2.9717 1.5386 -5.3670 -0.1 0.0 0.0
C 3.1113 2.8647 -4.9760 0.0 0.0 0.0
C 2.0088 3.5775 -4.5143 0.0 -0.1 0.0
C 0.7649 2.9614 -4.4346 0.2 -0.1 0.0
C -0.2886 2.1883 1.8164 0.0 0.3 0.0
C 0.7374 2.2621 2.7793 0.0 -0.1 0.0
C 0.4765 2.8005 4.0216 0.0 -0.1 0.1
C -0.8043 3.2602 4.3259 -0.1 0.0 0.1
C -1.8339 3.1831 3.3842 0.1 0.0 0.2
C -1.5809 2.6549 2.1381 0.1 0.0 0.1
H 5.5543 3.5713 -0.7083 -0.1 0.0 0.0
H 4.7151 4.1915 0.7155 0.0 0.0 -0.1
H 4.2121 4.7087 -0.8919 0.0 -0.1 0.0
H 5.0398 1.2525 -1.0404 -0.1 0.0 0.0
H 4.3535 -3.6061 -1.2090 -0.1 0.0 0.0
H 3.3799 -5.3854 -2.6534 0.0 0.1 0.0
H 1.6095 -4.8051 -4.2902 0.0 0.1 0.1
H 0.8066 -2.4652 -4.4664 0.0 0.0 0.0
H 1.7579 -0.7249 -3.0015 0.0 0.0 0.0
H 1.9333 3.8202 0.4011 0.1 -0.2 0.0
H 0.1170 1.8996 -2.1056 0.4 0.1 0.0
H -1.5218 2.5109 -2.0996 -0.1 0.1 0.0
H -2.4376 0.2397 -2.4078 -0.1 0.0 0.0
H -0.7941 -0.4709 -2.3345 0.0 0.0 -0.2
H 1.6275 -0.1187 -5.5953 0.0 0.0 0.0
H 3.8259 0.9886 -5.7489 -0.1 0.1 0.0
H 4.0764 3.3545 -5.0588 -0.1 -0.1 0.0
H 2.1097 4.6227 -4.2427 0.0 -0.1 0.0
H -0.0981 3.5329 -4.1151 0.0 0.0 0.0
H 1.7267 1.8905 2.5427 0.0 0.0 0.0
H 1.2640 2.8643 4.7642 -0.1 0.0 -0.1
H -0.9965 3.6948 5.3048 0.0 -0.1 -0.2
H -2.8170 3.5710 3.6217 0.1 0.0 0.0
H -2.3410 2.6674 1.3701 0.0 0.0 0.0
C -4.5492 -1.0136 -1.2308 0.0 0.2 0.0
P -3.4607 -0.7310 0.2012 -0.1 -0.5 0.0
C -4.4338 0.4014 1.2317 0.0 0.1 -0.1
C -3.5679 -2.3462 1.0555 0.1 0.0 -0.2
C -2.7958 -3.4476 0.3009 0.0 0.2 0.0
P -1.3229 -2.8963 -0.6808 -0.4 -0.1 -0.1
C -1.7638 -3.2347 -2.4119 0.0 0.0 0.0
C -0.0366 -4.1158 -0.3386 0.1 0.1 0.0
H -5.5576 -1.2072 -0.8633 0.0 0.0 0.0
H -4.2149 -1.8752 -1.8047 0.0 0.0 0.0
H -4.5828 -0.1485 -1.8929 0.0 0.0 0.0
H -5.4428 0.0053 1.3326 -0.1 0.0 0.1
H -4.4887 1.3834 0.7610 0.0 0.0 0.0
H -3.9860 0.5184 2.2156 0.0 0.1 0.0
H -4.6110 -2.6230 1.1890 -0.1 -0.1 0.0
H -3.1383 -2.2134 2.0423 0.1 0.0 0.2
H -3.4476 -3.9758 -0.3908 -0.1 -0.1 -0.1
H -2.4288 -4.1819 1.0136 0.0 -0.1 0.1
H -2.2497 -4.2089 -2.4669 0.0 0.0 -0.1
H -0.8544 -3.2592 -3.0098 0.0 0.0 0.0
H -2.4230 -2.4769 -2.8297 0.0 0.0 0.0
H -0.4505 -5.1047 -0.5317 0.0 -0.1 0.0
H 0.2899 -4.0445 0.6959 0.0 0.0 0.1
H 0.8164 -3.9430 -0.9971 0.0 0.0 0.0
O -2.4014 0.1057 8.2832 0.1 0.1 -0.1
C -1.3490 0.5310 7.5607 -0.1 0.1 0.2
O -0.6145 1.3789 7.9749 0.0 0.0 -0.1
C -1.1598 -0.0690 6.1969 0.0 0.0 0.1
C -2.1996 -0.1159 5.2775 -0.1 0.0 0.0
C -1.9533 -0.5177 3.9717 0.1 0.2 0.0
C -0.6672 -0.8858 3.5959 -0.1 -0.2 0.1
S -0.1995 -1.4539 1.9893 0.0 0.4 -0.4
C 0.3656 -0.8977 4.5387 0.1 0.0 0.0
C 0.1194 -0.4687 5.8296 0.2 0.1 0.0
H -2.8245 -0.6503 7.8601 -0.1 -0.1 0.0
H -3.1983 0.2044 5.5630 0.1 0.0 0.0
H -2.7559 -0.5049 3.2510 0.1 -0.1 0.0
H 1.3632 -1.2121 4.2454 -0.1 0.0 0.0
H 0.9254 -0.4118 6.5553 -0.1 0.0 -0.1
```
Positions in Å, forces in eV/Å.

[2]
DFT (wB97M-V/def2-TZVPD) results for C38H40AsF6N2O4W as an isolated structure.

Properties
M   961.5 g mol⁻¹
Total charge   +2
2S+1   2
Orbital gap (alpha / beta)   5.943 / 5.906 eV
Energy above the lowest of the compared OMol25 structures with the same formula, charge and spin   0.000 eV

Geometry as XYZ:
```
92
Properties=species:S:1:pos:R:3:forces:R:3
W 0.5202 1.6144 -0.3687 0.1 0.5 -0.2
O 0.5274 5.3216 -1.5450 -0.1 0.0 0.0
C 0.4828 4.1701 -1.5637 0.0 0.1 -0.1
O 0.0927 3.3817 -0.3581 0.1 -0.3 0.1
C 0.8021 3.1533 -2.7147 0.0 -0.1 0.0
O 1.0987 3.4753 -3.7983 0.0 0.0 0.0
O 0.6488 1.8790 -2.2461 0.1 0.2 -0.1
C 0.7567 2.5951 2.7980 0.1 0.1 0.0
C 0.8322 1.3185 3.6238 0.0 0.0 0.0
C -0.5420 0.6645 3.8054 0.0 0.0 0.0
C 1.9343 0.3948 3.1337 0.0 0.0 0.0
C 3.0241 0.1387 3.9544 0.0 0.0 0.0
C 4.0664 -0.6692 3.5246 0.0 0.0 0.0
C 4.0457 -1.2191 2.2557 0.0 0.0 0.0
C 2.9804 -0.9963 1.3865 0.0 0.0 0.0
C 3.0168 -1.5958 -0.0108 0.0 0.0 0.0
C 2.9658 -3.1268 0.0313 0.0 0.0 0.0
C 4.2559 -1.1321 -0.7822 0.0 0.0 0.0
C 1.9350 -0.2064 1.8726 0.0 0.0 0.0
N 0.7799 -0.0054 1.0149 0.0 -0.2 0.1
C -0.1186 -0.9262 0.9543 0.0 0.0 0.0
C -1.2140 -0.6996 -0.0493 0.0 0.0 0.0
N -1.1279 0.3911 -0.7431 0.1 -0.1 0.1
C -2.0766 0.5918 -1.8329 0.0 0.1 0.1
C -1.7758 -0.0480 -3.0448 0.0 0.0 0.0
C -2.7273 0.0387 -4.0529 0.0 0.0 0.0
C -3.9159 0.7235 -3.8586 0.0 0.0 0.0
C -4.1638 1.3564 -2.6548 0.0 0.0 0.0
C -3.2475 1.3218 -1.6039 0.0 0.0 0.0
C -3.6290 2.1316 -0.3681 0.0 0.0 0.0
C -3.0194 1.7523 0.9802 0.0 0.0 0.0
C -3.4139 3.6238 -0.6538 0.0 0.0 0.0
C -0.4947 -0.8280 -3.3000 0.0 0.0 0.0
C -0.7667 -2.3311 -3.4327 0.0 0.0 0.0
C 0.2334 -0.3156 -4.5456 0.0 0.0 0.0
C -2.1152 -1.8078 0.0142 0.0 0.0 0.0
C -3.2921 -2.1590 -0.6185 0.0 0.0 0.0
C -3.9149 -3.3596 -0.2333 0.0 0.0 0.0
C -3.3887 -4.1781 0.7453 0.0 0.0 0.0
C -2.1860 -3.8401 1.4177 0.0 0.0 0.0
C -1.5381 -4.5694 2.4488 0.0 0.0 0.0
C -0.3754 -4.1053 3.0242 0.0 0.0 0.0
C 0.2295 -2.8979 2.6212 0.0 0.0 0.0
C -0.3742 -2.1768 1.6140 0.0 0.0 0.0
C -1.5768 -2.6546 1.0262 0.0 0.0 0.0
H -0.0596 3.2467 3.1106 0.0 0.0 0.0
H 0.5550 2.4030 1.7164 -0.1 -0.2 0.0
H 1.6928 3.1510 2.7968 0.0 0.0 0.0
H 1.1509 1.6431 4.6174 0.0 0.0 0.0
H -1.0790 0.5410 2.8623 0.0 0.0 0.0
H -1.1673 1.2923 4.4405 0.0 0.0 0.0
H -0.4574 -0.3103 4.2860 0.0 0.0 0.0
H 3.0581 0.5839 4.9409 0.0 0.0 0.0
H 4.9073 -0.8560 4.1788 0.0 0.0 0.0
H 4.8778 -1.8279 1.9268 0.0 0.0 0.0
H 2.1395 -1.2489 -0.5708 0.0 0.0 0.0
H 3.8556 -3.5270 0.5196 0.0 0.0 0.0
H 2.9387 -3.5295 -0.9816 0.0 0.0 0.0
H 2.0936 -3.4984 0.5694 0.0 0.0 0.0
H 5.1707 -1.4375 -0.2744 0.0 0.0 0.0
H 4.2856 -0.0498 -0.8969 0.0 0.0 0.0
H 4.2666 -1.5843 -1.7743 0.0 0.0 0.0
H -2.5397 -0.4446 -5.0022 0.0 0.0 0.0
H -4.6495 0.7685 -4.6523 0.0 0.0 0.0
H -5.0917 1.8977 -2.5152 0.0 0.0 0.0
H -4.7063 1.9813 -0.2626 0.0 0.0 0.0
H -1.9724 2.0653 1.0769 0.0 0.0 0.0
H -3.0919 0.6843 1.1960 0.0 0.0 0.0
H -3.5574 2.2797 1.7680 0.0 0.0 0.0
H -2.3691 3.8337 -0.8890 0.0 0.0 0.0
H -3.6887 4.2254 0.2130 0.0 0.0 0.0
H -4.0135 3.9555 -1.5002 0.0 0.0 0.0
H 0.1860 -0.6913 -2.4518 0.0 0.0 0.0
H -1.3964 -2.5305 -4.3010 0.0 0.0 0.0
H -1.2667 -2.7444 -2.5558 0.0 0.0 0.0
H 0.1709 -2.8691 -3.5759 0.0 0.0 0.0
H -0.3550 -0.4968 -5.4448 0.0 0.0 0.0
H 1.1788 -0.8450 -4.6658 0.0 0.0 0.0
H 0.4422 0.7524 -4.4905 0.0 0.0 0.0
H -3.7289 -1.5390 -1.3908 0.0 0.0 0.0
H -4.8354 -3.6482 -0.7213 0.0 0.0 0.0
H -3.9042 -5.0943 1.0066 0.0 0.0 0.0
H -1.9665 -5.5038 2.7899 0.0 0.0 0.0
H 0.0907 -4.6833 3.8100 0.0 0.0 0.0
H 1.1440 -2.5596 3.0914 0.0 0.0 0.0
F 2.3937 1.4909 -0.3261 0.0 -0.2 0.1
As 4.1804 3.3880 0.0694 0.0 0.0 0.0
F 4.1334 2.5552 1.5475 0.0 0.0 0.0
F 2.6662 4.0742 0.5269 0.0 0.0 0.0
F 5.1356 4.7191 0.3275 0.0 0.0 0.0
F 3.6217 3.5255 -1.5349 0.0 0.0 0.0
F 5.3269 2.2722 -0.4773 0.0 0.0 0.0
```
Positions in Å, forces in eV/Å.

[3]
DFT (wB97M-V/def2-TZVPD) results for one molecule with the formula C6H10BNO2S at a distorted geometry.

Properties
M   171.0 g mol⁻¹
Orbital gap (alpha / beta)   7.216 / 7.214 eV
Energy above the lowest of the compared OMol25 structures with the same formula, charge and spin   1.375 eV

Geometry as XYZ:
```
21
Properties=species:S:1:pos:R:3:forces:R:3
B 1.0704 2.2038 -0.0045 0.2 0.0 0.0
C -0.2946 1.6136 -0.0140 -1.5 -0.7 0.0
C -0.2028 -1.1248 -0.1524 -0.5 0.5 -0.4
C -2.3569 -0.1608 0.0267 -0.8 1.0 0.5
C -3.7960 -0.4998 -0.1329 0.0 -0.2 0.0
C 2.2326 -1.4517 -0.3502 -0.1 -0.1 0.2
C 0.9861 -1.6369 0.5153 0.6 0.0 0.3
N -1.3970 -0.9975 0.0394 0.8 0.0 -0.3
O 1.7245 2.3795 -1.2008 -0.1 0.0 -0.3
O 1.6570 2.4292 1.2179 0.0 0.1 0.4
S -1.8723 1.6049 0.0276 1.3 -1.0 -0.2
H -4.1575 -1.0882 0.7110 -0.1 0.0 0.0
H -4.3758 0.4184 -0.1910 -0.1 0.0 0.0
H -3.9636 -1.0768 -1.0450 -0.1 0.0 0.0
H 2.1351 -2.0079 -1.2788 0.0 0.0 -0.1
H 3.1173 -1.8017 0.1768 0.1 0.0 0.0
H 2.3570 -0.3986 -0.5905 0.0 0.1 -0.1
H 1.1234 -1.1324 1.4792 -0.1 -0.1 0.0
H 0.8242 -2.7027 0.7145 -0.1 0.1 0.0
H 2.6212 2.7075 -1.1353 0.1 0.1 0.0
H 2.5680 2.7227 1.1869 0.1 0.1 0.0
```
Positions in Å, forces in eV/Å.

[4]
DFT (wB97M-V/def2-TZVPD) results for one molecule with the formula C8H10N3PS at a distorted geometry.

Properties
M   211.2 g mol⁻¹
SMILES   NP(N)(=S)n1ccc2ccccc21
Orbital gap   8.251 eV
Energy above the lowest of the compared OMol25 structures with the same formula, charge and spin   0.000 eV

Geometry as XYZ:
```
23
Properties=species:S:1:pos:R:3:forces:R:3
N 2.3756 1.1057 -1.5577 -0.2 0.0 0.8
P 2.5726 0.4404 -0.0336 -2.5 -2.1 -0.7
N 2.4046 1.6278 1.0132 1.8 0.2 1.2
S 3.9883 -0.7513 0.2835 0.4 -0.5 -0.1
N 0.7559 -0.6264 0.3019 5.1 2.6 -0.5
C 0.8200 -1.9350 0.0255 -1.8 0.5 -0.1
C -0.4220 -2.4031 -0.1754 -1.2 -1.5 0.5
C -1.3404 -1.3270 -0.0054 -0.4 0.7 -0.4
C -2.7328 -1.0889 -0.1109 -0.3 0.6 -1.2
C -3.1854 0.2254 0.0146 -0.2 -0.6 -0.5
C -2.3035 1.3004 0.3368 -1.6 -0.2 -0.1
C -0.9579 1.0851 0.3945 -0.4 0.5 0.9
C -0.5103 -0.1891 0.2276 -0.6 -1.7 -0.3
H 2.0545 0.3941 -2.1868 0.0 -0.3 -0.5
H 1.8700 1.9754 -1.7363 0.2 -0.4 0.5
H 1.5728 2.0980 0.8498 -1.7 1.5 0.5
H 2.7197 1.4344 1.9752 -0.5 0.4 -0.8
H 1.6873 -2.4670 -0.0293 2.3 -1.1 0.1
H -0.6180 -3.4617 -0.1728 -0.4 -0.1 -0.5
H -3.4988 -1.7731 -0.5527 1.1 0.1 0.9
H -4.2573 0.3279 -0.2873 1.0 0.6 0.8
H -2.7489 2.2533 0.5957 0.2 0.1 -0.2
H -0.2462 1.7546 0.8301 -0.1 0.9 -0.1
```
Positions in Å, forces in eV/Å.